Record 1
{"formula": "C30H56N2O7P2S4SbSi3Ti", "method": "wB97M-V/def2-TZVPD", "charge": 1, "total_energy_ha": -6046.83273, "orbital_gap_ha": 0.2242, "relative_energy_ev": 0.000, "species": ["Ti", "C", "C", "S", "C", "C", "S", "C", "C", "S", "C", "C", "S", "H", "H", "H", "H", "H", "H", "H", "H", "H", "H", "H", "H", "H", "H", "H", "H", "C", "Sb", "C", "C", "C", "C", "C", "C", "N", "Si", "C", "C", "C", "C", "C", "C", "C", "C", "C", "N", "Si", "C", "C", "C", "Si", "C", "C", "C", "H", "H", "H", "H", "H", "H", "H", "H", "H", "H", "H", "H", "H", "H", "H", "H", "H", "H", "H", "H", "H", "H", "H", "H", "H", "H", "H", "H", "H", "H", "H", "H", "H", "H", "H", "H", "H", "H", "O", "P", "O", "O", "O", "P", "O", "O", "O", "H", "H"], "coordinates": [[0.437, -0.272, 0.024], [4.695, 2.973, 4.378], [5.105, 1.514, 4.683], [4.018, 0.159, 4.160], [2.950, -0.046, 5.603], [2.005, 1.105, 5.923], [0.676, 1.286, 4.706], [0.382, 3.065, 4.901], [-0.282, 3.741, 3.703], [0.537, 3.614, 2.099], [1.757, 4.947, 2.189], [2.894, 4.758, 3.197], [3.374, 3.018, 3.149], [5.574, 3.515, 4.027], [4.353, 3.461, 5.294], [5.244, 1.395, 5.759], [6.065, 1.294, 4.218], [3.581, -0.237, 6.474], [2.381, -0.961, 5.424], [2.559, 2.044, 5.970], [1.577, 0.926, 6.912], [1.351, 3.526, 5.086], [-0.249, 3.239, 5.775], [-0.395, 4.802, 3.943], [-1.294, 3.361, 3.553], [1.237, 5.888, 2.377], [2.167, 4.995, 1.180], [2.576, 5.052, 4.200], [3.723, 5.409, 2.910], [-4.051, -0.644, -2.076], [-2.138, 0.320, -1.923], [-1.606, -0.284, 0.191], [-1.501, -1.660, 0.781], [-2.516, -2.573, 1.071], [-2.201, -3.693, 1.817], [-0.897, -3.907, 2.262], [0.069, -2.987, 1.918], [-0.243, -1.908, 1.195], [-2.739, 0.791, 1.313], [-2.246, 0.430, 3.091], [-4.561, 0.342, 1.109], [-2.567, 2.593, 0.853], [-1.023, -1.033, -3.300], [0.355, -1.377, -2.856], [1.425, -1.538, -3.743], [2.529, -2.281, -3.386], [2.564, -2.909, -2.143], [1.568, -2.584, -1.257], [0.542, -1.759, -1.561], [-1.181, -0.047, -4.964], [-2.960, 0.532, -5.176], [-0.116, 1.483, -4.931], [-0.762, -1.050, -6.501], [-1.769, -2.824, -3.545], [-3.339, -2.899, -4.574], [-2.119, -3.700, -1.920], [-0.497, -3.907, -4.413], [-4.796, 0.008, -1.630], [-4.103, -1.621, -1.603], [-4.276, -0.736, -3.135], [-3.523, -2.399, 0.728], [-2.978, -4.404, 2.066], [-0.642, -4.768, 2.862], [1.106, -3.078, 2.217], [-1.466, -0.325, 3.198], [-3.117, 0.083, 3.653], [-1.871, 1.318, 3.599], [-4.781, -0.690, 0.848], [-5.054, 0.979, 0.375], [-5.043, 0.537, 2.072], [-2.905, 3.214, 1.687], [-3.198, 2.841, -0.004], [-1.549, 2.899, 0.610], [1.363, -1.108, -4.730], [3.340, -2.409, -4.090], [3.358, -3.580, -1.851], [1.561, -2.972, -0.246], [-3.305, 1.218, -4.399], [-3.695, -0.264, -5.276], [-2.977, 1.108, -6.105], [-0.428, 2.177, -4.147], [-0.255, 1.990, -5.891], [0.948, 1.302, -4.788], [-1.340, -1.966, -6.618], [0.293, -1.312, -6.584], [-0.995, -0.411, -7.357], [-4.219, -2.500, -4.072], [-3.522, -3.964, -4.744], [-3.261, -2.431, -5.555], [-3.092, -3.459, -1.493], [-1.356, -3.513, -1.166], [-2.112, -4.774, -2.128], [0.017, -3.433, -5.248], [-1.025, -4.781, -4.802], [0.261, -4.269, -3.714], [2.740, 2.531, -0.701], [2.240, 1.334, -1.577], [2.541, 1.349, -2.996], [0.715, 1.146, -1.183], [2.856, -0.016, -0.837], [3.186, 0.053, 0.775], [3.467, -1.463, 1.127], [4.298, 0.973, 0.997], [1.726, 0.304, 1.273], [3.511, 2.363, -0.110], [4.338, -1.582, 1.543]], "lowdin_charge": [1.039, -0.500, -0.505, 0.831, -0.541, -0.532, 0.851, -0.526, -0.518, 0.843, -0.529, -0.514, 0.844, 0.079, 0.073, 0.078, 0.070, 0.079, 0.069, 0.057, 0.082, 0.038, 0.086, 0.089, 0.043, 0.080, 0.070, 0.073, 0.085, -0.300, 1.494, -0.490, -0.406, -0.029, -0.014, -0.022, -0.086, -0.013, 0.458, -0.156, -0.167, -0.199, -0.523, -0.400, -0.036, -0.003, -0.029, -0.132, -0.013, 0.423, -0.190, -0.162, -0.164, 0.505, -0.164, -0.150, -0.149, -0.001, -0.003, -0.021, 0.104, 0.125, 0.116, 0.128, 0.017, 0.044, -0.010, 0.016, 0.029, 0.042, 0.042, 0.028, -0.018, 0.101, 0.131, 0.121, 0.103, 0.011, 0.020, 0.048, 0.035, 0.046, 0.016, 0.023, 0.031, 0.046, 0.021, 0.047, 0.022, 0.018, 0.015, 0.051, 0.027, 0.047, 0.037, -0.088, 0.310, -0.200, -0.393, -0.281, 0.249, -0.099, -0.263, -0.343, 0.074, 0.103]}

---

Record 2
{"formula": "C30H58B2I2N4O5PS", "method": "wB97M-V/def2-TZVPD", "charge": -1, "total_energy_ha": -3157.85699, "orbital_gap_ha": 0.2448, "species": ["C", "C", "C", "C", "C", "C", "C", "C", "C", "C", "C", "C", "C", "B", "C", "I", "C", "C", "I", "O", "C", "B", "N", "O", "C", "S", "P", "O", "O", "O", "H", "H", "H", "H", "H", "H", "H", "H", "H", "H", "H", "H", "H", "H", "H", "H", "H", "H", "H", "H", "H", "H", "H", "H", "H", "H", "H", "H", "H", "H", "H", "H", "H", "H", "H", "H", "H", "C", "C", "C", "C", "N", "H", "H", "H", "H", "H", "H", "H", "C", "C", "C", "C", "N", "H", "H", "H", "H", "H", "H", "H", "C", "C", "C", "C", "N", "H", "H", "H", "H", "H", "H", "H"], "coordinates": [[-4.686, 1.285, -1.006], [-4.069, -0.172, -1.203], [-2.539, -0.291, -0.788], [-2.284, -1.156, 0.538], [-0.938, -1.987, 0.307], [-0.035, -2.145, 1.612], [1.507, -1.939, 1.254], [2.157, -0.656, 1.919], [1.350, 0.680, 1.604], [2.064, 1.624, 0.514], [2.067, 3.093, 1.137], [2.812, 4.159, 0.217], [2.484, 4.035, -1.335], [0.908, 4.249, -1.751], [-0.067, 5.168, -0.806], [0.354, 7.327, -0.841], [-1.093, 4.735, 0.027], [-1.472, 3.205, 0.099], [-2.262, 6.131, 1.250], [1.030, 5.102, -2.985], [-0.080, 4.697, -3.815], [-0.169, 5.301, -5.307], [-0.980, 4.565, -6.316], [0.502, 6.496, -5.737], [0.229, 3.086, -3.777], [1.820, 2.645, -4.658], [-1.197, 1.882, -4.030], [-1.290, 1.396, -5.679], [-0.672, 0.448, -3.225], [0.423, 2.986, -2.343], [-3.967, 2.025, -1.457], [-4.882, 1.500, 0.095], [-5.705, 1.348, -1.504], [-4.747, -0.910, -0.682], [-4.127, -0.401, -2.316], [-2.029, -0.863, -1.625], [-2.033, 0.714, -0.712], [-2.226, -0.490, 1.446], [-3.192, -1.820, 0.668], [-1.219, -3.028, -0.044], [-0.328, -1.426, -0.464], [-0.151, -3.204, 1.998], [-0.344, -1.446, 2.445], [1.680, -1.918, 0.132], [2.072, -2.852, 1.641], [3.263, -0.569, 1.678], [2.108, -0.815, 3.044], [0.299, 0.507, 1.233], [1.275, 1.260, 2.580], [1.464, 1.564, -0.438], [3.107, 1.253, 0.268], [2.663, 3.012, 2.105], [1.033, 3.481, 1.352], [2.689, 5.224, 0.600], [3.929, 3.942, 0.331], [3.162, 4.785, -1.865], [2.797, 3.022, -1.755], [-1.801, 2.906, -0.948], [-2.413, 3.133, 0.734], [-0.653, 2.529, 0.463], [-1.109, 4.722, -3.309], [-1.490, 5.239, -6.899], [-1.710, 3.999, -5.867], [-0.184, 7.190, -5.753], [2.563, 3.808, -4.685], [-0.497, 1.784, -6.105], [-0.273, -0.153, -3.885], [-6.813, 5.983, -1.229], [-7.369, 5.371, -2.508], [-6.492, 4.236, -3.039], [-5.124, 4.754, -3.350], [-4.062, 5.155, -3.590], [-5.834, 6.436, -1.396], [-7.476, 6.769, -0.861], [-6.714, 5.228, -0.445], [-7.466, 6.153, -3.266], [-8.374, 4.986, -2.314], [-6.927, 3.815, -3.948], [-6.409, 3.435, -2.300], [4.612, -5.405, 5.387], [3.352, -6.107, 4.893], [2.478, -5.212, 4.012], [2.031, -4.012, 4.781], [1.685, -3.080, 5.382], [4.372, -4.546, 6.018], [5.217, -6.088, 5.986], [5.221, -5.057, 4.549], [2.776, -6.452, 5.758], [3.641, -6.993, 4.325], [1.598, -5.763, 3.673], [3.032, -4.884, 3.129], [3.630, -10.600, 4.629], [4.046, -10.838, 3.181], [5.468, -10.357, 2.882], [5.572, -8.887, 3.129], [5.650, -7.745, 3.323], [3.618, -9.535, 4.874], [2.623, -10.984, 4.803], [4.311, -11.104, 5.320], [3.337, -10.331, 2.520], [3.979, -11.908, 2.963], [5.724, -10.561, 1.840], [6.190, -10.876, 3.516]], "lowdin_charge": [-0.132, -0.247, -0.213, -0.194, -0.203, -0.210, -0.217, -0.208, -0.195, -0.185, -0.205, -0.222, -0.099, -0.992, -0.508, 0.740, -0.738, -0.145, 0.610, -0.150, -0.216, -0.508, 0.156, 0.074, -0.778, 0.746, 0.948, -0.340, -0.325, -0.144, 0.056, 0.079, 0.055, 0.093, 0.102, 0.086, 0.086, 0.102, 0.096, 0.111, 0.097, 0.093, 0.106, 0.109, 0.083, 0.106, 0.096, 0.090, 0.107, 0.101, 0.113, 0.108, 0.092, 0.095, 0.096, 0.110, 0.093, 0.061, 0.054, 0.062, 0.139, 0.073, 0.046, 0.094, -0.087, 0.014, 0.050, -0.110, -0.274, -0.181, -0.208, 0.164, 0.072, 0.070, 0.079, 0.109, 0.104, 0.113, 0.092, -0.126, -0.288, -0.184, -0.226, 0.142, 0.068, 0.067, 0.071, 0.110, 0.054, 0.113, 0.112, -0.107, -0.268, -0.179, -0.189, 0.170, 0.060, 0.074, 0.078, 0.113, 0.107, 0.115, 0.117]}